A cluster of 8 separate species, C13H43O13 in total in a non-equilibrium geometry. Source: the OMol25 dataset; level of theory: wB97M-V/def2-TZVPD.

```
69
Properties=species:S:1:pos:R:3:forces:R:3
O 0.38478 0.58026 -0.23238 -0.6 1.6 -1.0
H -0.12552 -0.22298 -0.10591 -1.5 -2.3 0.1
H 0.60555 0.98474 0.60980 0.2 0.6 1.7
H 1.20493 0.49586 -0.72415 1.4 -0.9 -1.4
O -1.59392 -0.94784 2.88671 0.3 1.1 2.8
H -2.03625 -1.68159 3.31980 -0.7 -0.7 -0.1
H -0.68014 -0.92525 3.18012 0.4 0.0 0.5
H -1.53380 -0.99325 1.92967 -0.4 -1.2 -4.7
C -2.13271 -3.59232 -0.78552 -0.6 0.5 0.3
C -0.99272 -2.74820 -0.14503 0.3 -2.2 -0.5
C 0.19672 -2.71918 -1.11142 0.2 0.7 0.6
O -1.38456 -1.47376 0.24188 0.1 1.6 1.2
H -2.66583 -2.90514 -1.44254 -0.2 -0.3 -0.3
H -2.83838 -4.01540 -0.07059 -0.3 0.8 0.6
H -1.91789 -4.54270 -1.27413 1.0 0.4 -0.6
H -0.72658 -3.38602 0.69786 0.5 0.1 0.7
H 0.64862 -3.69612 -1.28313 -0.6 -0.1 -0.6
H 1.05036 -2.15987 -0.72855 0.0 0.4 0.5
H -0.12359 -2.13991 -1.97741 0.1 -0.6 -0.6
C -4.15008 -0.12187 -1.81661 0.0 1.2 -0.1
C -4.70643 -0.07118 -0.38586 0.5 -0.3 -0.6
O -4.25770 -1.18647 0.36299 -1.1 -0.4 0.5
O -2.77913 0.36724 -1.87031 -1.0 -0.6 0.0
H -4.74227 0.51546 -2.47329 0.1 0.5 0.2
H -4.22873 -1.07931 -2.33161 0.1 -0.4 0.6
H -5.79271 0.00029 -0.44074 -0.1 -0.7 0.2
H -4.40893 0.81561 0.17378 0.2 0.5 -0.5
H -3.30212 -1.25476 0.30142 0.6 -0.1 -0.2
H -2.30438 -0.19608 -1.25477 0.6 -0.3 0.3
C 3.14242 -3.29410 2.83029 -0.4 1.0 -1.4
C 2.60261 -2.52869 1.57687 0.1 -1.7 0.2
O 2.34359 -1.16074 1.69188 -0.3 0.8 0.9
O 2.17814 -3.39628 3.89029 0.3 -0.2 -0.9
H 4.09375 -2.89336 3.18026 0.0 0.1 0.1
H 3.32746 -4.25159 2.34339 -0.1 -0.5 0.8
H 1.64412 -2.99185 1.34258 0.0 -0.4 -0.3
H 3.26675 -2.63624 0.71929 0.1 -0.2 0.2
H 1.78510 -1.12641 2.47194 0.0 0.6 0.1
H 1.80733 -2.52719 4.05998 0.3 0.1 0.3
C -1.76293 3.20844 -3.25992 -0.2 -1.0 -0.4
C -0.41493 2.45696 -3.34384 -0.9 1.1 -0.1
O 0.49632 3.08549 -2.48924 1.2 0.0 0.4
O -2.41817 3.02430 -2.02502 0.2 1.3 0.5
H -2.40433 2.90847 -4.08861 -0.2 -0.3 -0.2
H -1.64560 4.28289 -3.40101 0.4 0.0 0.2
H -0.00023 2.55140 -4.34743 -0.1 -0.1 -0.1
H -0.53452 1.40278 -3.09379 -0.2 -0.2 -0.1
H 0.21730 2.96322 -1.57886 -0.3 0.1 0.2
H -2.64266 2.11204 -1.82754 0.2 -0.6 -0.5
C 0.85921 2.79036 2.34453 -1.2 1.8 0.6
C -0.35451 3.42981 1.72952 -0.5 1.2 -1.9
O -0.21645 3.63945 0.30975 0.8 -0.2 0.2
O 0.89929 1.43178 2.07855 -0.1 -2.0 0.0
H 0.67405 2.97471 3.40274 0.7 -0.1 0.3
H 1.76069 3.28015 1.97639 0.1 0.0 0.2
H -0.47017 4.42769 2.15256 -0.1 -0.1 0.5
H -1.31107 2.90784 1.75459 0.1 -0.5 1.1
H -0.57332 4.50913 0.11506 -0.1 0.0 -0.4
H 1.00230 0.90973 2.87758 0.3 0.4 -0.1
C 4.40718 0.76319 -0.11425 0.2 -0.4 -2.0
C 3.59245 1.09589 -1.37582 1.5 -0.6 -0.1
O 2.57282 0.08533 -1.58385 0.4 0.8 0.2
O 3.64511 1.08340 0.95272 -1.1 1.1 2.4
H 5.38580 1.24316 -0.11193 -0.1 0.4 0.0
H 4.60955 -0.30576 -0.04726 0.3 -0.3 -0.6
H 4.28134 1.05673 -2.21961 -0.1 0.2 -0.3
H 3.16208 2.09636 -1.33181 -0.2 -0.2 0.1
H 3.04692 -0.57090 -2.09979 -0.6 -0.4 -0.1
H 3.27861 0.26218 1.28870 -0.2 0.1 0.3
```
Forces are in eV/Å.

Summary:
HOMO-LUMO gap: 6.5 eV
Total charge: +1
Total energy: -40784.0753 eV
Molecular weight: 407.47 g/mol